Record 1
C55H50N10O23S3 as an isolated structure in a non-equilibrium geometry, computed with the ωB97M-V functional and the def2-TZVPD basis.

Each line ends with the Löwdin charge.
Atoms and positions in Å:
S  1.81  1.75  -0.26  1.042
S  5.42  5.06  1.85  0.603
S  5.64  2.78  -1.15  0.661
O  3.88  5.17  1.51  -0.147
O  5.03  2.72  -2.45  -0.298
O  2.66  7.69  9.09  0.104
O  -8.20  -1.80  0.81  0.072
O  5.93  6.16  2.55  -0.179
O  12.89  2.57  4.79  0.076
O  7.06  2.92  -1.20  -0.279
O  5.72  3.76  2.30  -0.200
O  -0.19  1.15  -1.88  0.036
O  5.38  0.27  3.24  0.082
O  5.90  5.09  0.30  -0.137
O  -3.94  -0.88  -2.55  0.007
O  -5.70  -1.16  -1.36  0.090
O  -9.27  -1.77  2.67  0.079
O  -5.43  -7.14  -2.01  0.088
O  -3.88  -5.35  -5.64  0.065
O  -2.91  -5.58  -7.54  0.094
O  -4.15  -7.68  -0.37  0.031
O  -5.96  -7.16  -8.11  0.090
O  -5.85  -7.69  -6.03  0.055
O  2.34  6.35  7.43  0.034
O  12.66  0.54  5.46  0.076
O  3.64  0.90  2.14  -0.003
N  -3.27  -4.92  -6.59  -0.327
N  -0.79  1.02  0.21  0.080
N  4.39  0.96  3.09  -0.318
N  2.84  7.32  7.95  -0.338
N  12.24  1.55  4.94  -0.356
N  -6.12  -6.93  -6.93  -0.339
N  -4.44  -7.67  -1.55  -0.334
N  -1.87  0.69  -0.59  0.075
N  -8.62  -1.23  1.80  -0.351
N  -4.62  -1.52  -1.77  -0.317
C  3.75  8.08  7.09  -0.147
C  -7.73  -3.19  -5.81  -0.070
C  -1.94  -1.57  -7.55  -0.064
C  10.08  0.42  4.65  -0.003
C  3.56  3.84  6.07  -0.058
C  -8.31  0.20  1.96  -0.143
C  -2.92  -8.92  -4.72  -0.047
C  -4.87  -3.57  -0.44  0.017
C  2.40  4.47  -0.19  -0.175
C  4.95  4.28  -0.38  -0.312
C  2.99  2.76  4.00  -0.008
C  10.85  1.55  4.46  -0.149
C  -1.50  0.78  -1.78  -0.180
C  3.68  4.10  0.51  -0.302
C  -2.85  -3.22  -1.74  -0.011
C  4.81  8.23  4.96  -0.053
C  -6.84  -5.34  -5.20  -0.007
C  0.16  1.27  -0.58  -0.709
C  1.84  3.38  -1.10  -0.391
C  -2.25  -2.92  -7.62  0.000
C  -2.36  -4.44  -1.28  -0.048
C  -7.54  -3.48  -7.15  -0.067
C  -7.72  2.86  2.29  -0.073
C  -3.80  -8.31  -3.84  0.001
C  -2.32  -0.81  -6.45  -0.062
C  -4.10  -2.80  -1.30  -0.144
C  5.45  9.39  5.36  -0.055
C  4.96  2.08  5.22  0.005
C  -2.39  -8.96  -1.99  -0.010
C  5.24  9.89  6.64  -0.061
C  -3.35  -2.75  -5.48  0.001
C  -7.37  -4.12  -4.84  -0.057
C  9.03  2.68  3.41  -0.048
C  -7.59  0.85  0.98  0.003
C  -7.30  2.19  1.15  -0.062
C  -2.95  -3.49  -6.57  -0.141
C  5.25  1.34  -0.18  -0.117
C  -8.45  2.19  3.26  -0.068
C  8.24  1.56  3.60  -0.072
C  -3.12  -5.21  -0.42  -0.078
C  4.39  9.23  7.52  0.001
C  4.11  1.96  4.13  -0.158
C  -3.52  -8.34  -2.48  -0.138
C  8.76  0.43  4.22  -0.058
C  3.96  7.58  5.82  -0.003
C  -6.67  -5.62  -6.55  -0.165
C  -1.78  -9.54  -4.24  -0.065
C  4.68  3.03  6.19  -0.038
C  -3.03  -1.41  -5.41  -0.060
C  2.72  3.70  4.97  -0.049
C  10.35  2.68  3.84  0.001
C  -8.75  0.85  3.10  -0.005
C  -4.37  -4.78  0.00  -0.054
C  -1.51  -9.56  -2.87  -0.070
C  -7.01  -4.71  -7.53  -0.004
H  3.34  4.59  6.82  0.080
H  -7.52  -3.89  -3.79  0.110
H  5.83  1.45  5.31  0.113
H  -2.27  -2.62  -2.41  0.112
H  -7.81  -2.76  -7.91  0.106
H  -7.26  0.34  0.09  0.102
H  -2.73  -6.16  -0.06  0.098
H  -2.18  -8.97  -0.93  0.117
H  10.49  -0.46  5.13  0.119
H  -9.32  0.32  3.85  0.119
H  7.21  1.56  3.27  0.067
H  -2.07  0.24  -6.40  0.106
H  -5.85  -3.23  -0.12  0.114
H  -6.73  2.72  0.39  0.109
H  -8.78  2.71  4.15  0.107
H  -8.15  -2.24  -5.52  0.107
H  6.20  0.83  -0.06  0.081
H  -6.86  -4.94  -8.57  0.120
H  -0.62  -10.05  -2.50  0.106
H  -3.13  -8.90  -5.78  0.113
H  6.12  9.90  4.68  0.110
H  -1.09  -10.00  -4.93  0.107
H  3.63  3.20  1.11  0.087
H  -3.35  -0.84  -4.55  0.073
H  -1.39  -4.78  -1.61  0.110
H  -7.48  3.91  2.42  0.106
H  -2.06  0.61  -2.68  0.116
H  -1.39  -1.10  -8.36  0.107
H  4.23  9.61  8.52  0.120
H  5.34  3.14  7.04  0.114
H  4.82  1.58  0.78  0.008
H  0.82  3.64  -1.34  0.088
H  -1.95  -3.51  -8.47  0.120
H  1.66  4.68  0.58  0.132
H  8.62  3.56  2.92  0.105
H  3.47  6.67  5.50  0.104
H  4.97  7.80  3.98  0.084
H  -3.90  -3.22  -4.67  0.114
H  2.33  2.66  3.14  0.117
H  -6.57  -6.06  -4.45  0.112
H  8.14  -0.45  4.36  0.109
H  4.63  4.89  -1.22  0.147
H  2.54  5.38  -0.76  0.136
H  -4.96  -5.39  0.67  0.114
H  -4.69  -7.83  -4.21  0.083
H  2.38  3.30  -2.04  0.079
H  4.60  0.69  -0.75  0.064
H  10.97  3.55  3.70  0.119
H  1.85  4.34  4.88  0.116
H  5.74  10.79  6.96  0.107

## Properties
spin multiplicity	1
HOMO level	-9.926	eV
largest force on an atom	2.217	eV Å⁻¹
LUMO level	-1.08	eV
charge	0

Record 2
A 3-piece molecular cluster, C55H53F5I2NO12P2 overall in a non-equilibrium geometry, computed with the ωB97M-V functional and the def2-TZVPD basis.

Each line ends with the Löwdin charge.
Atoms and positions in Å:
I  1.55  -1.67  -3.38  1.177
I  2.06  2.38  4.66  1.128
P  -2.48  1.22  -1.42  0.776
P  3.05  -0.86  3.65  0.394
F  0.75  -2.34  2.37  0.036
F  -0.98  -5.40  -1.48  0.152
F  0.83  -4.25  -1.42  0.096
F  -0.40  -4.27  -3.20  0.117
F  -1.24  3.91  2.66  0.106
O  -4.15  4.63  -10.31  0.119
O  1.90  -0.87  4.75  -0.158
O  3.99  -2.51  0.49  0.115
O  0.31  -3.91  6.04  0.073
O  -0.27  3.23  -6.89  0.083
O  -3.59  1.61  -0.53  -0.369
O  1.95  3.74  0.27  -0.061
O  -0.71  1.69  4.43  0.034
O  -2.28  -6.78  9.76  0.122
O  4.27  -0.21  4.15  -0.275
O  -2.44  2.12  2.11  0.173
O  3.27  -2.40  3.32  -0.123
N  0.69  -0.95  0.53  0.052
C  0.45  -5.16  8.04  -0.085
C  -1.92  1.20  -7.87  -0.012
C  1.18  1.47  -4.02  -0.120
C  1.83  -5.00  8.12  -0.004
C  3.68  3.07  -1.25  -0.012
C  -1.47  -1.94  1.75  0.039
C  -0.43  -4.24  -1.87  -0.680
C  4.99  3.14  -1.68  -0.067
C  -1.38  4.98  -8.03  -0.086
C  -1.64  2.94  1.80  -0.440
C  1.19  1.54  0.67  -0.149
C  -0.99  0.70  -0.43  -0.290
C  -3.97  1.93  -9.60  0.005
C  -0.94  3.10  0.48  -0.038
C  0.17  0.86  -3.02  -0.366
C  -3.11  2.90  -9.10  -0.078
C  2.56  0.02  2.12  -0.142
C  0.16  0.43  2.69  -0.098
C  -0.13  1.92  -0.08  -0.223
C  -4.52  -4.99  6.73  -0.047
C  1.85  -6.26  10.17  -0.045
C  -0.22  -5.89  9.02  -0.079
C  -0.56  5.95  -7.47  -0.005
C  -2.38  5.34  -8.93  -0.081
C  0.29  1.46  3.84  -0.752
C  5.45  4.74  0.05  -0.059
C  -0.13  -0.54  -0.82  -0.251
C  -0.28  -4.54  6.91  -0.271
C  1.91  -1.65  -0.09  -0.131
C  2.81  -2.68  0.59  -0.237
C  -2.54  6.67  -9.29  0.004
C  -1.32  -3.15  -1.31  -0.046
C  -2.08  2.53  -8.22  -0.084
C  4.14  4.67  0.48  0.002
C  -2.48  -4.08  5.85  -0.013
C  -1.72  7.64  -8.73  -0.048
C  2.53  -5.55  9.18  -0.051
C  -3.29  4.32  -9.52  -0.275
C  -1.16  3.55  -7.65  -0.275
C  1.14  0.24  1.51  -0.222
C  -1.18  -1.60  -1.34  -0.133
C  -0.03  -2.06  1.28  -0.283
C  -2.43  -5.46  7.82  -0.075
C  1.75  2.80  1.32  -0.185
C  -3.81  -5.61  7.75  0.008
C  5.89  3.97  -1.02  -0.074
C  3.26  3.83  -0.17  -0.279
C  0.81  -0.10  -2.02  -0.548
C  -3.86  -4.22  5.78  -0.059
C  -0.74  7.28  -7.82  -0.053
C  0.48  -6.44  10.09  0.007
C  -1.76  -4.70  6.86  -0.083
C  -3.81  0.61  -9.23  -0.051
C  -2.78  0.24  -8.37  -0.060
C  -1.69  -6.11  8.94  -0.274
H  -4.76  2.23  -10.27  0.124
H  -2.65  -0.80  -8.10  0.105
H  1.00  2.54  -4.09  0.084
H  -0.84  0.62  2.34  0.095
H  1.11  3.27  2.06  0.081
H  -0.05  -6.99  10.84  0.124
H  1.48  -2.25  -0.88  0.013
H  5.33  2.55  -2.51  0.109
H  -2.14  -1.30  1.20  0.089
H  2.71  2.65  1.81  0.080
H  -2.11  -1.35  -0.84  0.088
H  -0.35  4.01  0.49  0.129
H  0.06  -0.47  3.27  0.091
H  2.39  -3.61  0.97  0.138
H  -0.11  8.04  -7.38  0.109
H  2.35  -4.44  7.35  0.114
H  2.99  2.43  -1.78  0.089
H  6.92  4.02  -1.34  0.109
H  -0.58  0.33  -3.61  0.093
H  -2.84  0.17  -2.29  0.036
H  -4.49  -0.14  -9.62  0.110
H  -2.07  2.26  -2.26  0.044
H  -0.33  1.70  -2.58  0.037
H  1.05  1.08  -5.02  0.064
H  3.82  5.26  1.32  0.128
H  1.42  -1.71  4.80  0.079
H  -1.36  -1.28  -2.36  0.087
H  2.94  1.00  2.41  0.029
H  2.59  -0.91  -0.48  0.115
H  -4.41  -3.73  5.00  0.105
H  3.60  -5.42  9.25  0.110
H  -1.12  0.92  -7.20  0.108
H  -5.59  -5.11  6.68  0.112
H  -1.51  -1.63  2.79  0.096
H  -1.95  -3.48  5.12  0.102
H  0.27  2.34  -0.99  0.125
H  -4.32  -6.20  8.49  0.125
H  -3.31  6.94  -10.00  0.123
H  1.76  0.31  -1.73  0.044
H  -1.85  8.68  -9.01  0.111
H  3.86  -2.74  4.01  0.114
H  2.21  1.35  -3.70  0.054
H  -1.75  3.32  -0.22  0.116
H  6.15  5.38  0.56  0.112
H  1.95  1.34  -0.09  0.122
H  0.20  5.66  -6.76  0.117
H  -2.25  -3.32  -1.85  0.149
H  -1.56  0.37  0.44  0.088
H  2.40  -6.68  11.00  0.112
H  3.32  -0.25  1.40  0.108
H  -1.58  -3.50  -0.32  0.102
H  0.09  -2.95  0.68  0.130
H  -1.89  -2.95  1.74  0.106

## Properties
spin multiplicity	1
HOMO level	-11.395	eV
largest force on an atom	1.660	eV Å⁻¹
LUMO level	-2.77	eV
charge	+1

Record 3
C55H56ClN4OP2PdSe as an isolated structure, computed with the ωB97M-V functional and the def2-TZVPD basis.

Each line ends with the Löwdin charge.
Atoms and positions in Å:
Pd  -0.02  0.05  0.03  0.207
Se  -1.96  -1.18  -0.97  0.945
Cl  -5.17  3.42  -0.60  0.698
P  2.41  0.49  -0.31  1.074
P  -0.39  0.37  2.38  1.048
O  2.52  -0.54  2.42  -0.042
N  -0.08  -0.91  -4.28  -0.153
N  0.21  0.49  -2.43  0.068
N  -0.44  1.36  -4.54  -0.153
N  -1.34  2.47  -0.51  0.045
C  -3.45  3.57  -0.50  -0.652
C  -0.10  0.33  -3.68  -0.447
C  0.90  -0.22  6.22  -0.064
C  3.22  2.81  -3.65  -0.077
C  -1.06  -3.21  1.51  -0.063
C  -1.94  -0.48  2.86  -0.363
C  2.62  -1.11  4.78  -0.016
C  3.73  0.07  2.15  -0.234
C  3.84  -3.52  -2.14  -0.076
C  -3.08  -0.19  2.10  -0.147
C  -2.70  -2.83  -0.45  -0.485
C  3.12  4.24  -1.73  -0.072
C  4.49  -2.34  -2.50  -0.066
C  2.82  1.85  -1.47  -0.387
C  -4.24  -2.63  -2.51  -0.083
C  -0.66  2.15  2.77  -0.356
C  -4.35  -1.86  3.27  -0.067
C  -2.86  4.80  -0.34  -0.078
C  -0.76  2.67  -3.98  -0.048
C  -2.27  -3.56  0.69  -0.260
C  6.14  1.23  1.34  -0.070
C  -4.28  -0.86  2.31  -0.063
C  2.78  -3.48  -1.24  -0.075
C  -0.76  3.66  -0.35  -0.141
C  -2.97  -4.70  1.04  -0.012
C  2.97  -1.07  -1.11  -0.355
C  6.00  0.72  2.62  -0.062
C  3.84  0.63  0.86  -0.252
C  -2.67  2.43  -0.59  -0.208
C  -1.88  2.74  3.09  -0.077
C  -3.22  -2.17  4.01  -0.072
C  -4.75  -6.44  0.70  -0.037
C  0.52  -2.05  -3.61  -0.052
C  2.35  -2.27  -0.73  -0.119
C  -4.40  -4.49  -0.86  -0.006
C  0.71  0.00  3.81  -0.263
C  2.09  -0.93  6.05  -0.055
C  0.18  1.42  -5.87  -0.048
C  0.44  4.28  3.12  -0.076
C  -1.94  4.09  3.42  -0.072
C  -2.03  -1.49  3.81  -0.118
C  -1.07  -1.25  -5.30  -0.050
C  1.98  -0.56  3.68  -0.252
C  0.50  2.94  2.78  -0.110
C  5.05  1.19  0.47  -0.079
C  -1.47  4.85  -0.27  -0.040
C  3.28  4.08  -3.10  -0.076
C  2.89  3.14  -0.92  -0.128
C  -4.03  -5.19  0.29  -0.240
C  0.21  0.20  5.10  -0.090
C  2.97  1.70  -2.85  -0.108
C  -0.78  4.86  3.44  -0.083
C  4.81  0.15  3.03  -0.001
C  4.06  -1.13  -1.98  -0.096
C  -3.77  -3.32  -1.25  -0.289
H  -1.27  3.25  -4.74  0.097
H  1.34  -1.72  -2.98  0.051
H  2.78  3.26  0.15  0.105
H  -5.39  -6.25  1.56  0.089
H  5.15  1.62  -0.51  0.106
H  -3.03  0.58  1.33  0.064
H  -3.13  1.46  -0.75  0.061
H  3.17  5.23  -1.29  0.109
H  -5.38  -6.82  -0.11  0.079
H  0.51  -0.04  7.21  0.112
H  -3.27  -2.96  4.76  0.113
H  -0.96  5.79  -0.14  0.116
H  2.91  0.72  -3.30  0.097
H  1.35  4.87  3.14  0.108
H  0.64  0.47  -6.12  0.083
H  3.47  4.94  -3.73  0.108
H  5.33  -2.37  -3.18  0.109
H  -2.65  -5.25  1.93  0.132
H  0.33  3.67  -0.30  0.091
H  7.07  1.67  1.01  0.110
H  -0.67  -2.23  1.28  -0.012
H  3.52  -1.70  4.66  0.121
H  -1.72  -0.41  -5.51  0.089
H  -5.21  -4.87  -1.48  0.120
H  -5.15  -0.61  1.71  0.114
H  0.14  3.22  -3.67  0.087
H  3.35  2.68  -4.72  0.106
H  -3.46  5.70  -0.27  0.118
H  0.90  -2.74  -4.36  0.099
H  1.45  2.48  2.53  0.100
H  -3.45  -2.61  -3.26  0.060
H  4.58  -0.22  -2.25  0.099
H  -1.30  -3.24  2.58  0.064
H  2.61  -1.34  6.91  0.115
H  2.29  -4.40  -0.95  0.109
H  -1.16  -1.77  4.39  0.107
H  0.95  2.20  -5.89  0.081
H  6.83  0.75  3.31  0.113
H  -0.27  -3.95  1.33  0.100
H  1.53  -2.24  -0.04  0.066
H  -0.20  -2.58  -2.98  0.070
H  -1.69  -2.08  -4.94  0.078
H  -0.76  0.69  5.21  0.120
H  -0.59  -1.57  -6.23  0.092
H  -1.42  2.56  -3.13  0.069
H  4.74  -0.22  4.04  0.095
H  -4.05  -7.23  0.98  0.086
H  -0.57  1.66  -6.63  0.093
H  4.18  -4.47  -2.54  0.108
H  -5.28  -2.40  3.43  0.111
H  -0.83  5.91  3.72  0.108
H  0.27  1.47  -2.21  0.001
H  -2.89  4.54  3.67  0.111
H  -5.10  -3.15  -2.93  0.080
H  -4.53  -1.59  -2.32  0.064
H  -2.79  2.15  3.10  0.098

## Properties
spin multiplicity	3
expectation value of S²	2.021
HOMO level (alpha / beta)	-9.180 / -10.438	eV
ΔE to the lowest compared entry with this formula, charge and spin	0.349	eV
largest force on an atom	0.765	eV Å⁻¹
LUMO level (alpha / beta)	-1.49 / -4.16	eV
charge	+1